1.
DFT (the ωB97M-V functional and the def2-TZVPD basis) results for a molecular structure, C69H158N9NiO27 in a non-equilibrium geometry.

```
264
C69H158N9NiO27 (the ωB97M-V functional and the def2-TZVPD basis)
Ni -2.24 -1.72 -3.61
C 0.63 2.16 -2.32
C 0.95 0.81 -1.61
C 1.88 1.12 -0.32
C 1.11 1.78 0.89
C -0.04 0.95 1.25
C -1.01 0.56 0.02
N -0.19 -0.01 -1.12
O -0.99 -0.70 -2.09
C -1.81 1.87 -0.38
C -2.05 -0.48 0.58
C 1.83 -0.09 -2.51
H 0.36 2.89 -1.57
H -0.26 2.12 -2.95
H 1.43 2.54 -2.95
H 2.64 1.82 -0.66
H 2.49 0.29 0.03
H 0.75 2.78 0.63
H 1.82 1.98 1.69
H -0.55 1.54 2.02
H 0.25 -0.01 1.65
H -2.85 1.90 -0.03
H -1.99 1.87 -1.45
H -1.39 2.86 -0.19
H -2.79 -0.68 -0.19
H -2.53 -0.12 1.50
H -1.65 -1.48 0.75
H 1.97 -1.06 -2.03
H 2.87 0.22 -2.48
H 1.48 -0.22 -3.54
C -4.94 -1.00 -2.19
O -3.88 -0.68 -3.16
C -4.26 0.42 -3.88
C -3.01 0.92 -4.61
O -2.14 -0.14 -4.93
C -1.41 0.09 -6.17
C -0.47 1.26 -6.11
O -1.21 2.51 -5.99
C -0.40 3.65 -5.82
H -4.64 -1.93 -1.72
H -5.94 -1.06 -2.63
H -5.04 -0.31 -1.36
H -4.69 1.16 -3.21
H -5.05 0.20 -4.59
H -2.51 1.71 -4.05
H -3.37 1.40 -5.52
H -2.07 0.12 -7.04
H -0.78 -0.74 -6.47
H 0.05 1.42 -7.06
H 0.35 1.14 -5.40
H 0.34 3.80 -6.61
H 0.10 3.66 -4.85
H -0.95 4.58 -5.63
C -4.79 -7.29 6.77
O -4.68 -5.94 7.21
C -5.84 -5.26 6.74
C -5.65 -3.74 7.05
O -4.83 -3.09 6.17
C -3.44 -3.36 6.31
C -2.59 -2.57 5.31
O -2.63 -1.17 5.64
C -1.96 -0.36 4.70
H -3.91 -7.92 6.86
H -4.92 -7.26 5.69
H -5.54 -7.88 7.30
H -6.68 -5.57 7.36
H -6.08 -5.45 5.69
H -5.37 -3.55 8.08
H -6.66 -3.34 6.91
H -3.20 -4.42 6.31
H -3.09 -3.06 7.30
H -2.98 -2.59 4.29
H -1.62 -3.07 5.33
H -2.47 -0.17 3.75
H -0.90 -0.63 4.68
H -1.76 0.60 5.18
C 8.41 -2.02 2.99
O 7.30 -1.52 2.24
C 7.65 -0.48 1.30
C 6.33 0.16 0.86
O 5.96 1.26 1.75
C 4.91 2.05 1.18
C 4.71 3.45 1.88
O 3.79 4.32 1.26
C 3.95 4.70 -0.07
H 8.04 -2.84 3.61
H 8.74 -1.26 3.69
H 9.24 -2.47 2.44
H 8.20 -0.90 0.46
H 8.38 0.18 1.77
H 5.52 -0.54 1.03
H 6.35 0.49 -0.18
H 3.92 1.60 1.22
H 5.10 2.15 0.11
H 5.73 3.82 1.95
H 4.38 3.24 2.90
H 4.00 3.84 -0.75
H 4.90 5.23 -0.20
H 3.09 5.28 -0.40
C 3.97 -1.86 3.44
O 3.60 -0.69 4.17
C 2.24 -0.40 4.08
C 1.90 0.90 4.90
O 1.96 0.85 6.31
C 3.26 0.90 6.95
C 3.95 2.30 6.92
O 3.28 3.24 7.67
C 3.83 4.53 7.78
H 4.96 -2.26 3.64
H 3.98 -1.70 2.36
H 3.33 -2.71 3.68
H 1.68 -1.23 4.50
H 1.91 -0.32 3.05
H 0.86 1.13 4.66
H 2.56 1.62 4.41
H 3.87 0.08 6.56
H 3.05 0.67 7.99
H 4.03 2.59 5.87
H 4.96 2.23 7.32
H 4.91 4.53 7.61
H 3.64 4.85 8.80
H 3.35 5.15 7.02
C 8.77 -1.79 -5.47
O 7.73 -2.33 -4.73
C 7.85 -2.33 -3.37
C 7.56 -0.92 -2.74
O 8.60 0.00 -3.07
C 8.68 1.22 -2.28
C 7.61 2.29 -2.58
O 6.26 1.85 -2.24
C 5.31 2.45 -3.00
H 9.50 -2.59 -5.55
H 9.22 -0.87 -5.10
H 8.41 -1.46 -6.44
H 8.86 -2.65 -3.11
H 7.18 -3.08 -2.95
H 7.42 -1.10 -1.68
H 6.54 -0.61 -2.96
H 9.65 1.56 -2.65
H 8.60 0.91 -1.24
H 7.60 2.51 -3.64
H 7.79 3.27 -2.15
H 4.32 2.41 -2.55
H 5.04 1.96 -3.93
H 5.44 3.52 -3.17
C -3.26 6.41 0.71
O -3.56 5.58 -0.38
C -2.57 5.48 -1.43
C -3.10 4.54 -2.55
O -4.21 5.16 -3.29
C -4.79 4.17 -4.09
C -5.90 4.53 -5.11
O -5.41 5.43 -6.15
C -6.31 5.93 -7.15
H -3.98 6.37 1.52
H -3.24 7.44 0.35
H -2.32 6.17 1.22
H -1.66 5.00 -1.08
H -2.29 6.45 -1.83
H -3.29 3.52 -2.21
H -2.29 4.41 -3.27
H -5.34 3.51 -3.42
H -4.03 3.62 -4.65
H -6.68 5.09 -4.60
H -6.37 3.68 -5.60
H -5.65 6.22 -7.97
H -6.95 6.79 -6.92
H -6.94 5.13 -7.53
C -6.97 -1.05 1.48
O -5.89 -0.94 0.84
N -6.99 -1.21 2.80
C -8.28 -1.42 3.44
C -5.72 -1.12 3.53
H -7.95 -1.10 0.98
H -8.37 -0.70 4.26
H -8.40 -2.42 3.86
H -9.09 -1.26 2.73
H -5.95 -0.60 4.46
H -5.36 -2.06 3.94
H -4.91 -0.59 3.01
C -6.58 2.55 -1.02
O -6.97 1.69 -1.83
N -7.23 3.68 -0.75
C -6.75 4.70 0.24
C -8.49 4.02 -1.41
H -5.63 2.49 -0.48
H -7.45 4.80 1.06
H -6.77 5.68 -0.24
H -5.77 4.52 0.68
H -8.41 4.88 -2.07
H -8.89 3.19 -2.00
H -9.24 4.25 -0.66
C 2.99 -0.27 -6.82
O 2.14 -1.01 -6.42
N 4.24 -0.24 -6.21
C 5.29 0.46 -6.88
C 4.56 -0.94 -5.00
H 3.00 0.28 -7.77
H 5.25 0.34 -7.96
H 6.18 0.03 -6.42
H 5.33 1.53 -6.68
H 3.71 -1.42 -4.52
H 5.30 -1.72 -5.20
H 4.93 -0.15 -4.34
C 0.79 -3.01 1.78
O 0.12 -3.61 2.61
N 1.97 -3.49 1.29
C 2.65 -2.84 0.14
C 2.63 -4.70 1.79
H 0.47 -2.03 1.39
H 3.67 -2.59 0.41
H 2.05 -2.02 -0.24
H 2.73 -3.65 -0.60
H 3.69 -4.50 1.98
H 2.14 -4.96 2.73
H 2.71 -5.52 1.08
C 0.69 -2.96 -4.14
O -0.53 -2.67 -4.20
N 1.13 -4.23 -4.09
C 2.55 -4.54 -4.17
C 0.44 -5.44 -4.40
H 1.48 -2.20 -4.22
H 2.91 -4.63 -5.19
H 2.78 -5.41 -3.56
H 3.14 -3.71 -3.76
H -0.64 -5.34 -4.50
H 0.83 -5.98 -5.26
H 0.59 -6.15 -3.58
C -2.52 -4.67 -2.23
O -2.52 -3.49 -2.58
N -1.52 -5.19 -1.53
C -1.36 -6.67 -1.35
C -0.52 -4.37 -0.87
H -3.29 -5.40 -2.53
H -1.98 -7.17 -2.10
H -1.59 -7.10 -0.37
H -0.31 -6.96 -1.44
H -0.80 -3.32 -0.87
H -0.40 -4.58 0.20
H 0.33 -4.60 -1.51
C -4.78 -4.87 2.94
O -5.17 -5.89 3.45
N -3.59 -4.72 2.36
C -3.18 -3.48 1.75
C -2.57 -5.78 2.40
H -5.37 -3.94 2.92
H -2.84 -3.63 0.72
H -2.32 -3.06 2.26
H -3.93 -2.69 1.76
H -2.24 -5.97 1.38
H -1.67 -5.33 2.82
H -2.87 -6.70 2.90
C -0.28 3.43 6.02
O -1.30 3.30 6.71
N -0.38 3.84 4.70
C 0.76 4.15 3.88
C -1.72 4.12 4.05
H 0.71 3.23 6.47
H 0.62 5.04 3.27
H 0.97 3.34 3.18
H 1.70 4.24 4.44
H -1.56 5.06 3.52
H -1.91 3.35 3.31
H -2.56 4.21 4.75
```

- HOMO-LUMO gap (spin up / spin down) (eV) = 2.4 / 5.8
- highest occupied orbital energy (spin up / spin down) (eV) = -1.99 / -5.59
- multiplicity = 4


2.
DFT (the ωB97M-V functional and the def2-TZVPD basis) results for a single C3H10N2 molecule in a non-equilibrium geometry.

```
15
C3H10N2 (the ωB97M-V functional and the def2-TZVPD basis)
N 0.28 1.25 1.83
C 0.77 0.52 0.56
C -0.28 0.63 -0.55
N -0.97 -0.66 -0.58
C 0.05 -1.62 -1.21
H -0.67 0.88 2.08
H 0.90 0.99 2.60
H 1.65 1.18 0.29
H 1.21 -0.57 0.77
H -1.10 1.46 -0.32
H -0.01 0.99 -1.59
H -1.67 -0.69 -1.24
H 1.14 -1.32 -0.86
H -0.13 -2.73 -1.01
H 0.25 -1.52 -2.26
```

- HOMO-LUMO gap (eV) = 10.4
- SMILES string = CNCCN
- highest occupied orbital energy (eV) = -9.17


3.
DFT (the ωB97M-V functional and the def2-TZVPD basis) results for a molecular structure, C46H50CdF11N3O3PS.

```
116
C46H50CdF11N3O3PS (the ωB97M-V functional and the def2-TZVPD basis)
Cd 0.60 1.16 -0.09
O 1.46 1.46 4.21
C 1.43 1.60 2.98
O 0.72 0.95 2.15
C 2.35 2.67 2.39
C 3.17 3.41 3.22
C 3.97 4.40 2.68
C 3.92 4.60 1.31
C 3.09 3.80 0.54
N 2.32 2.85 1.07
H 3.15 3.18 4.28
H 4.60 5.01 3.31
H 4.51 5.37 0.83
H 3.03 3.93 -0.53
C -3.80 -0.73 -2.11
C -3.21 0.68 -2.26
C -1.75 0.62 -2.70
C -3.50 1.54 -1.02
C -4.61 2.37 -1.14
C -5.03 3.18 -0.09
C -4.32 3.14 1.09
C -3.19 2.34 1.26
C -2.51 2.49 2.62
C -2.13 1.21 3.37
C -1.31 3.44 2.47
C -2.77 1.52 0.19
N -1.63 0.68 0.29
C -1.78 -0.57 0.71
C -0.73 -1.56 0.67
N 0.48 -1.31 0.22
C 1.37 -2.39 -0.02
C 2.41 -2.74 0.88
C 3.26 -3.78 0.54
C 3.14 -4.49 -0.65
C 2.11 -4.16 -1.51
C 1.22 -3.13 -1.21
C 0.08 -2.88 -2.19
C 0.59 -2.65 -3.61
C -0.94 -4.02 -2.16
C 2.69 -2.09 2.24
C 3.44 -0.76 2.06
C 1.47 -1.91 3.15
C -1.30 -2.83 1.18
C -0.82 -4.10 1.40
C -1.69 -5.09 1.91
C -3.01 -4.84 2.20
C -3.54 -3.54 1.99
C -4.87 -3.11 2.24
C -5.22 -1.81 1.97
C -4.30 -0.85 1.46
C -3.00 -1.24 1.22
C -2.66 -2.58 1.49
H -3.84 -1.22 -3.09
H -4.82 -0.69 -1.71
H -3.20 -1.34 -1.44
H -3.75 1.17 -3.07
H -1.15 0.03 -2.01
H -1.32 1.62 -2.77
H -1.68 0.16 -3.69
H -5.15 2.39 -2.08
H -5.90 3.82 -0.20
H -4.64 3.77 1.92
H -3.24 3.00 3.25
H -1.31 0.68 2.89
H -2.99 0.54 3.46
H -1.79 1.48 4.37
H -0.65 3.11 1.67
H -0.72 3.46 3.40
H -1.64 4.46 2.24
H 4.05 -4.06 1.24
H 3.82 -5.30 -0.88
H 1.99 -4.72 -2.43
H -0.43 -1.97 -1.88
H 1.08 -3.54 -4.02
H 1.30 -1.83 -3.63
H -0.23 -2.38 -4.27
H -0.46 -4.97 -2.43
H -1.74 -3.82 -2.87
H -1.38 -4.14 -1.17
H 3.37 -2.77 2.75
H 2.92 -0.12 1.36
H 4.46 -0.93 1.68
H 3.51 -0.23 3.02
H 0.82 -1.12 2.79
H 1.81 -1.62 4.15
H 0.91 -2.84 3.23
H 0.21 -4.35 1.18
H -1.30 -6.08 2.07
H -3.64 -5.63 2.59
H -5.60 -3.80 2.64
H -6.23 -1.49 2.17
H -4.64 0.16 1.26
C 4.13 -0.82 -2.43
S 3.58 0.81 -1.88
C 5.15 1.21 -1.06
O 2.66 0.49 -0.73
H 5.11 -0.74 -2.89
H 3.41 -1.17 -3.17
H 4.12 -1.48 -1.56
H 5.90 1.42 -1.82
H 5.44 0.38 -0.42
H 4.97 2.10 -0.45
F -0.81 3.26 -0.89
C 0.06 4.04 -1.70
F 1.25 3.22 -1.63
C 0.34 5.25 -0.85
F 0.60 5.09 0.49
F -0.73 6.09 -0.88
F 1.41 5.94 -1.33
F 1.12 0.73 -3.41
P 1.36 1.10 -5.00
F 0.35 2.32 -4.88
F 1.61 1.41 -6.58
F 2.60 2.05 -4.62
F 0.14 0.10 -5.40
F 2.40 -0.17 -5.10
```

- total charge = -2
- HOMO-LUMO gap (spin up / spin down) (eV) = 5.5 / 6.1
- highest occupied orbital energy (spin up / spin down) (eV) = -1.51 / -2.17
- multiplicity = 2


4.
DFT (the ωB97M-V functional and the def2-TZVPD basis) results for a single C7H17O2P molecule in a non-equilibrium geometry.

```
27
C7H17O2P (the ωB97M-V functional and the def2-TZVPD basis)
C 2.59 -1.59 0.73
C 2.94 -0.19 0.07
O 3.95 -0.13 -0.66
O 2.11 0.95 0.28
C 1.21 1.16 -0.84
C 0.05 2.14 -0.36
C -0.63 1.75 1.03
C -1.34 0.31 1.06
C -2.21 -0.05 -0.24
P -1.91 -1.85 -0.89
H 2.16 -2.33 -0.02
H 3.55 -2.02 1.21
H 1.85 -1.42 1.59
H 1.82 1.74 -1.63
H 0.84 0.20 -1.33
H -0.73 2.32 -1.19
H 0.54 3.18 -0.20
H -1.36 2.54 1.40
H 0.22 1.70 1.80
H -2.08 0.33 1.95
H -0.56 -0.48 1.34
H -3.32 -0.04 0.08
H -2.13 0.69 -1.10
H -1.27 -2.25 0.34
H -1.24 -1.35 -2.06
H -3.33 -2.11 -0.99
H -1.68 -3.21 -1.40
```

- HOMO-LUMO gap (eV) = 9.1
- SMILES string = CC(=O)OCCCCC[PH4]
- highest occupied orbital energy (eV) = -8.40


5.
DFT (the ωB97M-V functional and the def2-TZVPD basis) results for a single C3H4N2O molecule.

```
10
C3H4N2O (the ωB97M-V functional and the def2-TZVPD basis)
O 2.25 0.12 -0.03
C 0.90 0.01 0.01
N 0.45 -1.35 -0.13
N -0.76 -1.54 0.04
C -1.16 1.54 0.12
C 0.00 0.95 0.12
H 2.56 -0.79 -0.20
H -0.92 -2.54 -0.13
H -1.69 1.77 1.05
H -1.62 1.81 -0.83
```

- HOMO-LUMO gap (eV) = 9.1
- SMILES string = [H]/N=N/C(O)=C=C
- highest occupied orbital energy (eV) = -8.96


6.
DFT (the ωB97M-V functional and the def2-TZVPD basis) results for 5 unconnected molecules or ions with the total composition C5H20O5 in a non-equilibrium geometry.

```
30
C5H20O5 (the ωB97M-V functional and the def2-TZVPD basis)
C 1.88 -0.46 2.99
O 1.83 -1.14 1.79
H 1.83 -1.01 3.94
H 2.83 0.07 2.96
H 1.06 0.25 2.97
H 2.47 -1.85 1.78
C 5.10 1.34 1.18
O 4.12 2.27 0.66
H 4.82 0.34 0.85
H 6.03 1.66 0.71
H 5.25 1.23 2.25
H 3.24 1.88 0.65
C 0.29 0.87 -0.60
O 1.41 1.22 0.15
H 0.27 1.64 -1.38
H 0.58 -0.11 -0.96
H -0.67 0.86 -0.09
H 1.76 0.42 0.56
C -4.53 0.52 -0.81
O -5.16 -0.71 -1.18
H -5.11 0.91 0.03
H -3.49 0.28 -0.63
H -4.53 1.17 -1.68
H -5.63 -1.09 -0.43
C -2.28 -1.73 -2.74
O -3.39 -2.51 -2.46
H -1.98 -1.87 -3.78
H -2.59 -0.69 -2.70
H -1.45 -1.88 -2.05
H -3.96 -1.90 -1.97
```

- HOMO-LUMO gap (eV) = 10.3
- SMILES string = CO.CO.CO.CO.CO
- highest occupied orbital energy (eV) = -9.87


The DFT total energy results, record by record, are as follows: -183832.35812 -6251.45310 -113717.52271 -20913.97561 -8199.90230 -15743.98409 eV.